This record from the Open Molecules 2025 dataset describes C21H48MnNO2P2 as an isolated structure in a non-equilibrium geometry. The level of theory is the ωB97M-V functional and the def2-TZVPD basis.

The geometry in ORCA input format:
```
! RIJCOSX wB97M-V def2-TZVPD def2/J DEFGRID3
* xyz 2 5
Mn 0.23829 0.11408 -0.16333
P 1.14089 0.82008 1.80910
P -0.94801 -0.41006 -2.03951
N -0.06880 1.90243 -0.56799
C 1.33283 2.58902 1.32581
H 1.34376 3.26559 2.18944
H 2.29347 2.68907 0.79726
C 0.18979 2.96428 0.37884
H -0.74762 3.15941 0.94952
H 0.40660 3.92215 -0.13333
C -0.95064 2.29766 -1.64421
H -0.67362 3.29745 -2.02889
H -1.98285 2.41882 -1.23989
C -0.91094 1.27525 -2.78414
H 0.03567 1.37570 -3.33891
H -1.73642 1.45530 -3.48331
C -2.76375 -0.82545 -2.03263
C -3.05015 -2.08211 -1.21826
H -4.13618 -2.15461 -1.05940
H -2.55821 -2.04562 -0.24118
H -2.71830 -2.99906 -1.72475
C -0.02111 -1.47351 -3.22901
C -0.14498 -2.95555 -2.86410
H 0.60480 -3.51467 -3.44015
H -1.13547 -3.36109 -3.11467
H 0.05060 -3.13819 -1.79864
C 2.86292 0.22168 2.08611
C 2.87280 -1.18047 2.70386
H 3.89282 -1.58117 2.62766
H 2.20310 -1.87101 2.17340
H 2.59156 -1.16485 3.76667
C 0.18796 0.91315 3.40899
C -0.34435 -0.44988 3.82590
H -1.07375 -0.31096 4.63772
H 0.44914 -1.12270 4.17911
H -0.85924 -0.92446 2.98744
C 0.11924 -1.56384 0.43790
C -0.32218 -1.21911 -4.70814
H -1.31670 -1.58200 -4.99426
H -0.23898 -0.15890 -4.97257
H 0.42088 -1.76871 -5.30100
C 3.77458 1.18831 2.84807
H 4.80107 0.80478 2.77855
H 3.76576 2.19486 2.41489
H 3.50912 1.25328 3.91014
C 0.90838 1.60103 4.56292
H 0.16408 1.77733 5.35330
H 1.69209 0.95812 4.98595
H 1.32793 2.57357 4.27777
C -3.41509 -0.92950 -3.40919
H -3.13229 -1.86610 -3.90953
H -4.50400 -0.95800 -3.25710
H -3.19136 -0.07466 -4.05895
H -3.20716 0.04367 -1.50964
H -0.68432 1.53279 3.13765
H 1.02334 -1.16610 -3.04808
H 3.25419 0.14120 1.05822
O 0.08242 -2.69122 0.80856
H 2.72081 0.48124 -1.30508
H 2.62368 -0.27975 -1.23646
C -2.95690 -1.90812 2.22402
C -3.41633 -0.59426 1.67724
O -2.37371 0.33449 1.49452
C -2.85302 1.65025 1.78641
C -3.90952 2.15499 0.86823
H -2.13425 -2.39701 1.69871
H -3.82793 -2.57053 2.18648
H -2.65965 -1.77303 3.26577
H -3.91057 -0.75200 0.71692
H -4.17095 -0.18540 2.36208
H -3.23778 1.72065 2.82873
H -1.96249 2.27687 1.63177
H -4.68227 1.40514 0.71713
H -4.37016 3.05532 1.29022
H -3.48743 2.42656 -0.10951
*
```

Values from the calculation:
E_tot, Ha: -2867.26104
Frontier orbital gap (alpha / beta), eV: 8.7 / 7.0